ORCA calculation (the ωB97M-V functional and the def2-TZVPD basis) on a molecular structure, C29H22F10N8OS2Zr in a non-equilibrium geometry.

Last column: Löwdin charge in e.
Element x y z (Å)
Zr  -11.20688  -10.42973  -9.94011  1.746
N  -7.42271  -11.79224  -12.22388  0.038
C  -8.54594  -11.49925  -11.52994  -0.923
S  -9.43342  -10.05477  -11.99599  0.587
N  -8.91819  -12.36787  -10.64283  -0.034
N  -9.90567  -12.15313  -9.73520  -0.222
C  -10.08037  -13.18689  -8.89753  -0.128
C  -10.79657  -13.05657  -7.74453  -0.333
C  -10.77697  -14.16119  -6.83622  -0.036
C  -11.43355  -14.03572  -5.66414  -0.106
C  -12.10867  -12.83015  -5.40534  -0.103
C  -12.05636  -11.80722  -6.33477  -0.165
N  -11.38809  -11.89096  -7.49180  0.051
H  -6.86674  -11.09308  -12.67362  0.066
H  -6.90767  -12.62270  -11.92557  0.096
H  -9.52099  -14.10698  -9.07195  0.115
H  -10.24319  -15.03444  -7.15246  0.101
H  -11.48238  -14.86280  -4.96151  0.098
H  -12.61880  -12.65937  -4.47503  0.079
H  -12.65827  -10.90396  -6.14599  0.108
C  -9.88012  -7.21195  -10.20826  -0.105
N  -11.18704  -7.86286  -10.14901  -0.296
C  -11.89794  -7.70257  -11.42152  -0.205
C  -12.96207  -8.72347  -11.77744  -0.247
N  -12.57280  -10.11689  -11.70140  -0.169
C  -13.01875  -10.91498  -12.72673  -0.184
C  -12.33561  -12.11893  -12.97948  -0.142
F  -11.48518  -12.62037  -12.02943  0.046
C  -12.57728  -12.86634  -14.10380  -0.116
F  -11.97920  -14.08484  -14.29426  0.079
C  -13.54328  -12.48844  -15.05740  -0.163
F  -13.91672  -13.29844  -16.04187  0.106
C  -14.21317  -11.28187  -14.84195  -0.144
F  -15.17271  -10.89482  -15.70840  0.092
C  -14.06341  -10.62590  -13.63459  -0.132
F  -15.00453  -9.68107  -13.30645  0.048
C  -11.94996  -7.36497  -8.96514  -0.159
C  -13.17414  -8.20984  -8.64569  -0.232
N  -12.98203  -9.63060  -8.87668  -0.118
C  -14.07105  -10.43238  -8.65627  -0.200
C  -15.36949  -10.08558  -8.13561  -0.086
F  -15.73901  -8.79938  -7.82772  0.052
C  -16.36540  -11.07661  -7.99698  -0.148
F  -17.49543  -10.72722  -7.34811  0.097
C  -16.24370  -12.32795  -8.52212  -0.141
F  -17.16549  -13.31271  -8.31023  0.082
C  -15.01714  -12.71317  -9.06023  -0.110
F  -14.79039  -13.98798  -9.45986  0.114
C  -14.00029  -11.76834  -9.00883  -0.124
F  -12.80784  -12.10151  -9.62892  -0.031
H  -10.00405  -6.12687  -10.38595  0.100
H  -9.33804  -7.65646  -11.04048  0.026
H  -9.34521  -7.40760  -9.29685  0.072
H  -11.13983  -7.70274  -12.21671  0.106
H  -12.31910  -6.69917  -11.48981  0.122
H  -13.26083  -8.49824  -12.83760  0.126
H  -13.93945  -8.59691  -11.24047  0.115
H  -12.23035  -6.33522  -9.15620  0.118
H  -11.22948  -7.39022  -8.12201  0.116
H  -14.01469  -7.79500  -9.20380  0.105
H  -13.38527  -8.02463  -7.58957  0.116
O  -9.63813  -9.73388  -8.78866  -0.387
N  -8.80423  -9.63398  -7.76661  -0.151
C  -9.38593  -9.36300  -6.56580  -0.031
C  -8.60462  -9.14867  -5.44330  -0.084
C  -7.22442  -9.34276  -5.53898  -0.106
C  -6.66473  -9.66121  -6.75168  -0.130
C  -7.43624  -9.73415  -7.96479  -0.720
S  -6.58124  -9.84677  -9.41337  0.585
H  -10.44556  -9.29350  -6.65136  0.106
H  -9.07358  -8.87965  -4.49705  0.097
H  -6.58691  -9.22403  -4.65349  0.105
H  -5.58408  -9.84837  -6.85733  0.092

Cartesian forces (eV/Å) of the 3 atoms listed first:
Zr 1.3 0.3 0.3
N 1.1 -1.3 -0.7
C -1.3 0.3 1.0

## Properties
- Kohn-Sham gap (spin up / spin down): 5.226 / 6.770 eV
- Multiplicity: 2
- E_HOMO (spin up / spin down): -2.930 / -4.480 eV
- Net charge: -1



ORCA calculation (the ωB97M-V functional and the def2-TZVPD basis) on a molecular structure, C29H22N8O8PtSSe in a non-equilibrium geometry.

Last column: Löwdin charge in e.
Element x y z (Å)
Pt  -0.48741  0.35036  0.89195  1.431
O  3.36665  -0.85590  1.21517  0.165
C  2.30420  -1.24902  0.82545  -0.524
O  1.37202  -0.35882  0.47511  -0.154
C  1.93592  -2.68318  0.69477  -0.095
C  0.61613  -3.10721  0.69329  0.060
C  0.35900  -4.45727  0.58705  -0.093
C  1.35997  -5.39940  0.46571  0.116
C  2.66397  -4.93562  0.47799  -0.083
C  2.97937  -3.59816  0.59212  0.100
N  3.76816  -5.92076  0.36894  -0.348
O  4.89093  -5.47873  0.32299  0.114
O  3.45774  -7.08605  0.33603  0.119
N  -1.04636  -4.90456  0.60319  -0.328
O  -1.30129  -5.97137  0.10314  0.136
O  -1.85493  -4.15241  1.12430  0.018
H  -0.21813  -2.41925  0.73340  0.067
H  1.14281  -6.45360  0.36831  0.145
H  4.01314  -3.28380  0.59980  0.145
Se  -2.66558  -2.15051  3.68329  1.300
N  -1.67939  -1.98323  5.10738  -0.189
C  -0.70848  -1.12401  4.82804  -0.358
C  0.35512  -0.69593  5.66757  0.061
C  1.24534  0.19976  5.15254  -0.005
C  1.12488  0.67300  3.82044  -0.059
N  0.16092  0.29241  3.01458  -0.022
C  -0.76152  -0.58796  3.50580  -0.479
N  -1.74082  -0.98590  2.71869  -0.248
H  0.44807  -1.08417  6.67335  0.141
H  2.07375  0.55627  5.74777  0.126
H  1.84677  1.37424  3.42039  0.136
C  -4.49136  -2.34344  -1.15423  0.027
N  -4.02246  -1.00988  -0.75892  -0.033
C  -4.83727  0.09283  -0.82940  -0.010
C  -4.42560  1.33811  -0.53659  0.030
C  -3.06073  1.55450  -0.12150  -0.484
O  -2.53226  2.63741  0.10406  0.012
N  -2.30567  0.39330  0.01148  -0.029
C  -2.72283  -0.87969  -0.34508  -0.525
O  -1.94891  -1.82078  -0.27967  0.017
H  -5.57564  -2.36634  -1.09529  0.101
H  -4.06471  -3.08726  -0.48780  0.091
H  -4.17813  -2.57307  -2.17128  0.110
H  -5.85188  -0.10350  -1.14832  0.145
H  -5.08500  2.18845  -0.60695  0.125
N  0.13217  2.08225  -0.45975  -0.211
S  0.92564  3.47741  -0.22705  1.220
C  0.20937  4.33263  1.15568  -0.383
C  -0.59390  3.72584  2.10586  -0.089
C  -1.04680  4.49153  3.16839  -0.033
C  -0.66794  5.82357  3.28246  -0.023
C  0.15510  6.40746  2.32587  -0.030
C  0.60737  5.66353  1.25196  -0.062
C  0.53305  4.48896  -1.62943  -0.414
C  -0.80498  4.78538  -1.87412  -0.048
C  -1.08199  5.55492  -2.98908  -0.028
C  -0.05097  5.99727  -3.81584  -0.019
C  1.27458  5.68954  -3.53798  -0.034
C  1.58503  4.91577  -2.42956  -0.063
H  0.38469  1.71049  -1.38131  0.081
H  -0.90226  2.69350  2.01460  0.056
H  -1.70533  4.04640  3.90110  0.122
H  -1.01190  6.40933  4.12416  0.125
H  0.43939  7.44708  2.41001  0.127
H  1.24331  6.11821  0.50204  0.124
H  -1.59257  4.43219  -1.21715  0.109
H  -2.10833  5.81213  -3.21286  0.125
H  -0.28711  6.59030  -4.68912  0.126
H  2.06761  6.04940  -4.17859  0.126
H  2.61195  4.66595  -2.19384  0.123

Cartesian forces (eV/Å) of the 3 atoms listed first:
Pt 0.1 0.0 0.2
O 0.1 0.3 0.0
C 0.1 -0.7 0.4

## Properties
- Kohn-Sham gap (spin up / spin down): 7.328 / 4.918 eV
- Multiplicity: 5
- E_HOMO (spin up / spin down): -14.272 / -14.218 eV
- Net charge: +2



ORCA calculation (the ωB97M-V functional and the def2-TZVPD basis) on a molecular structure, C29H23F2N6O2RhS.

Last column: Löwdin charge in e.
Element x y z (Å)
Rh  1.87070  -1.81789  -1.98559  0.944
N  5.11857  -1.43003  0.88235  0.093
C  4.01312  -1.55983  0.11612  -0.798
S  4.09221  -1.28588  -1.56149  0.743
N  2.90804  -1.93274  0.81816  0.053
N  1.89123  -2.16529  0.02214  -0.130
C  0.60391  -2.35246  0.60839  -0.120
C  0.42903  -2.38265  2.06007  -0.187
C  0.88419  -1.32377  2.85272  -0.035
C  0.66639  -1.34284  4.21996  -0.066
C  0.02110  -2.41794  4.81649  -0.083
C  -0.41133  -3.48279  4.03940  -0.077
C  -0.21279  -3.46305  2.66827  -0.041
C  -0.43615  -2.49293  -0.31929  -0.206
C  -1.79757  -2.62847  0.05398  -0.007
C  -2.76145  -2.75874  -0.90988  -0.052
C  -2.39865  -2.75325  -2.25840  -0.040
C  -1.06536  -2.56713  -2.57817  -0.114
N  -0.11447  -2.43314  -1.66188  -0.008
H  5.91285  -0.94114  0.50711  0.093
H  4.98197  -1.41031  1.87936  0.106
H  1.37458  -0.48527  2.38121  0.091
H  1.00155  -0.50983  4.82298  0.106
H  -0.14349  -2.42597  5.88577  0.103
H  -0.89731  -4.33186  4.50048  0.104
H  -0.53469  -4.30280  2.06631  0.120
H  -2.06193  -2.59409  1.09915  0.108
H  -3.80030  -2.84695  -0.62325  0.112
H  -3.12912  -2.84781  -3.04668  0.106
H  -0.74066  -2.48183  -3.60560  0.109
O  0.20429  -0.02444  -3.70669  0.016
C  0.29225  0.58157  -2.64709  -0.559
N  -0.40637  1.71082  -2.32112  0.151
C  -0.25356  2.01249  -0.91170  -0.264
C  0.90203  1.03480  -0.55820  -0.426
O  1.46160  1.00604  0.52220  0.043
N  1.10874  0.21222  -1.60465  0.082
C  -1.53162  1.64170  -0.15074  -0.122
C  -1.53354  0.80755  0.95945  -0.017
C  -2.72665  0.47900  1.59143  -0.077
C  -3.92905  0.98755  1.13002  -0.089
C  -3.93216  1.83680  0.02983  -0.076
C  -2.74307  2.15959  -0.60015  -0.027
C  0.11406  3.46045  -0.63921  -0.139
C  0.07098  4.41259  -1.64730  -0.031
C  0.35505  5.74397  -1.37286  -0.083
C  0.68707  6.13335  -0.08550  -0.094
C  0.73124  5.18199  0.92543  -0.074
C  0.44190  3.85573  0.65451  -0.019
H  -1.22253  1.94663  -2.85938  0.144
H  -0.60153  0.41345  1.33308  0.088
H  -2.70576  -0.17865  2.45179  0.104
H  -4.85643  0.73357  1.62486  0.100
H  -4.86245  2.25293  -0.33354  0.103
H  -2.76463  2.83962  -1.44459  0.116
H  -0.15618  4.11701  -2.66289  0.106
H  0.32196  6.47382  -2.17069  0.101
H  0.91186  7.16865  0.13028  0.099
H  0.99015  5.47486  1.93423  0.102
H  0.47741  3.11644  1.44192  0.114
F  3.48263  -1.77043  -4.40956  -0.024
C  2.37251  -2.33957  -3.89421  -0.473
F  2.53276  -3.68614  -3.96637  -0.004
H  1.50291  -2.02725  -4.49275  0.102

Cartesian forces (eV/Å) of the 3 atoms listed first:
Rh 0.1 0.1 0.3
N 0.0 0.1 -0.1
C -0.1 -0.2 0.7

## Properties
- Kohn-Sham gap (spin up / spin down): 6.822 / 6.192 eV
- Multiplicity: 5
- E_HOMO (spin up / spin down): -6.464 / -8.663 eV
- Net charge: 0



Electronic energy (computed, hartree): -3473.70279; -5076.30222; -2306.36354